Formula: CH5N2O2
Source: the Open Molecules 2025 dataset
Level of theory: the ωB97M-V functional and the def2-TZVPD basis

The geometry in XYZ format:
```
10
CH5N2O2 the ωB97M-V functional and the def2-TZVPD basis
C -1.04 1.14 -0.79
N 1.50 -2.26 0.79
N 1.32 -1.16 0.81
O 1.58 -3.38 0.76
O -0.03 0.97 0.26
H -1.97 1.09 -0.35
H -0.92 0.51 -1.70
H -0.89 2.15 -1.22
H -0.27 0.83 1.24
H 0.72 0.11 0.21
```

Calculated values
highest occupied orbital energy = -17.2 eV
ΔE to the lowest compared entry with this formula, charge and spin = 1.9548 eV
2S+1 = 1
max |F| = 4.0 eV/Å
LUMO level = -4.0 eV
total charge = +1
Kohn-Sham gap = 13.23 eV
electronic energy = -300.69552 Ha